(1)
The following is a DFT calculation (ωB97M-V/def2-TZVPD) of a molecular structure, C52H66AsF3FeN5O at a distorted geometry.

Each line ends with the Löwdin spin population.
Geometry (Å):
Fe 0.36 0.44 0.41  3.093
C 3.82 -1.51 -2.56  0.007
C 2.90 -0.56 -3.32  0.011
C 3.07 0.86 -2.92  0.071
C 3.63 2.00 -3.43  -0.005
C 4.31 2.39 -4.69  -0.004
C 3.29 2.82 -5.75  -0.002
C 2.91 2.75 -2.38  0.131
C 2.06 3.83 -2.39  -0.035
C 0.71 3.57 -2.04  0.129
C -0.43 4.02 -2.76  -0.016
C -0.57 5.39 -3.35  -0.006
C -0.80 6.45 -2.26  -0.001
C -1.29 2.94 -2.86  0.098
C -0.72 1.81 -2.17  -0.021
C -1.11 0.49 -2.37  0.197
C -0.61 -0.77 -1.94  -0.025
N 0.33 -0.90 -1.00  0.077
C 0.68 -2.20 -0.80  0.028
C 1.68 -2.59 0.13  -0.027
C 2.43 -1.57 0.77  0.070
N 2.26 -0.38 0.18  0.035
C 2.51 0.65 1.02  0.076
C 1.86 1.81 0.50  -0.028
C 1.43 1.57 -0.89  -0.163
N 2.56 1.52 -1.77  0.015
C 3.11 0.08 2.20  0.058
C 3.08 -1.31 2.03  0.061
C 3.59 -2.32 3.02  0.007
C 4.27 -3.51 2.35  0.002
C 3.56 0.85 3.40  0.005
C 2.46 0.92 4.45  0.004
C -0.13 -2.97 -1.68  -0.043
C -0.94 -2.10 -2.39  0.010
C -1.85 -2.46 -3.52  0.003
C -1.05 -2.67 -4.81  0.001
C -0.16 -4.47 -1.71  -0.006
C -1.05 -4.99 -0.57  -0.003
N 0.40 2.33 -1.51  0.002
C -2.55 2.94 -3.66  0.013
C -3.71 3.62 -2.93  0.007
H 3.57 -2.54 -2.81  0.001
H 3.68 -1.37 -1.49  0.000
H 4.86 -1.32 -2.80  0.000
H 1.86 -0.84 -3.13  0.001
H 3.10 -0.64 -4.39  0.000
H 4.86 1.53 -5.07  -0.001
H 5.01 3.21 -4.51  0.000
H 2.59 2.02 -5.94  0.000
H 3.79 3.09 -6.68  0.000
H 2.73 3.68 -5.39  0.000
H 2.31 4.74 -2.91  -0.005
H -1.41 5.41 -4.05  0.000
H 0.34 5.65 -3.90  -0.001
H -1.70 6.23 -1.70  0.000
H -0.90 7.44 -2.70  0.000
H 0.04 6.46 -1.57  0.002
H -1.92 0.40 -3.09  0.010
H 1.79 -3.63 0.37  -0.002
H 1.82 2.77 0.99  -0.004
H 2.76 -2.69 3.63  0.003
H 4.29 -1.83 3.70  0.000
H 3.57 -4.04 1.71  0.000
H 4.65 -4.20 3.10  0.000
H 5.10 -3.18 1.73  0.000
H 3.83 1.87 3.09  0.001
H 4.45 0.39 3.84  0.000
H 1.56 1.36 4.02  0.001
H 2.77 1.51 5.31  0.000
H 2.20 -0.08 4.79  0.000
H -2.57 -1.65 -3.68  0.000
H -2.41 -3.37 -3.28  0.001
H -0.50 -1.77 -5.06  0.000
H -1.70 -2.94 -5.64  0.000
H -0.33 -3.47 -4.67  0.000
H 0.85 -4.86 -1.59  -0.001
H -0.55 -4.83 -2.67  0.000
H -0.66 -4.65 0.38  0.000
H -1.09 -6.08 -0.57  0.000
H -2.06 -4.60 -0.68  0.000
H -2.84 1.91 -3.90  0.000
H -2.40 3.45 -4.62  0.003
H -3.79 3.21 -1.92  0.000
H -4.66 3.46 -3.45  0.001
H -3.54 4.69 -2.85  0.000
C -4.48 0.11 -1.60  0.003
As -3.25 0.43 -0.06  0.012
C -4.01 -1.08 0.95  0.001
C -4.41 1.81 0.78  0.004
H -5.51 0.00 -1.27  0.000
H -4.19 -0.81 -2.11  0.000
H -4.43 0.92 -2.33  0.000
H -5.10 -1.03 1.02  0.000
H -3.59 -1.10 1.96  0.000
H -3.74 -2.02 0.47  0.000
H -5.47 1.56 0.72  0.001
H -4.26 2.78 0.30  0.000
H -4.14 1.93 1.83  0.000
C -1.11 2.64 5.04  0.001
N -1.20 1.98 3.76  0.009
C -1.94 0.74 3.73  0.002
C -0.77 2.53 2.60  0.024
C -0.09 3.87 2.71  0.003
O -0.91 1.97 1.51  0.037
H -1.23 1.90 5.83  0.000
H -1.89 3.40 5.16  0.000
H -0.14 3.12 5.17  0.000
H -2.97 0.91 4.05  0.001
H -1.48 0.00 4.38  0.000
H -1.91 0.38 2.71  0.001
H -0.74 4.61 3.17  0.000
H 0.17 4.20 1.71  0.000
H 0.82 3.80 3.31  0.001
F -2.61 -6.41 6.28  0.000
C -1.34 -6.05 5.99  0.001
F -0.81 -5.66 7.19  0.001
F -0.70 -7.20 5.70  0.000
C -1.23 -5.01 4.93  0.009
C -2.30 -4.16 4.65  -0.001
C -2.16 -3.16 3.73  0.007
C -0.95 -2.96 3.03  0.002
C 0.10 -3.86 3.30  0.006
C -0.02 -4.85 4.24  -0.001
C -0.75 -1.89 2.14  0.023
C -0.52 -0.90 1.47  0.013
H -3.24 -4.31 5.16  0.000
H -2.99 -2.50 3.52  0.000
H 1.02 -3.75 2.75  0.000
H 0.80 -5.52 4.45  0.000

Calculated values
Spin multiplicity: 5
LUMO energy (spin up / spin down) (hartree): 0.0875 / 0.0755
Net charge: -1
<S²>: 6.477

(2)
The following is a DFT calculation (ωB97M-V/def2-TZVPD) of C6H5NO3 in the gas phase at a distorted geometry.

Each line ends with the Mulliken charge.
Geometry (Å):
C 1.31 0.97 -1.09  0.501
C 0.21 0.53 -0.25  0.185
C -0.46 1.42 0.60  -0.496
C -1.48 0.85 1.49  -0.274
C -1.14 -1.30 0.66  -0.219
C -0.08 -0.87 -0.19  0.613
H 1.72 -0.82 -1.79  0.450
H -0.23 2.43 0.44  0.548
H -2.07 1.58 2.13  0.311
H -1.38 -2.40 0.63  0.355
H 1.19 -2.34 -0.29  0.360
N -1.77 -0.48 1.53  -0.567
O 2.00 0.07 -1.82  -0.542
O 1.56 2.14 -1.21  -0.556
O 0.60 -1.78 -0.85  -0.668

Calculated values
SMILES string: O=C(O)c1ccncc1O
LUMO energy (hartree): -0.0085

no.,energy (a.u.)
1,-6168.95795
2,-512.09712